Record 1
Entry from OMol25: a 2-piece molecular cluster, C5H10N2O overall (ωB97M-V/def2-TZVPD).

## Properties
HOMO energy = -8.4122 eV
2S+1 = 1
Total charge = 0
E = -10372.2765 eV
SMILES string = Cc1c[nH]cn1.CO

Element x y z (Å)
C 1.5562 -1.2362 0.5366
C 0.1259 -1.1285 0.7749
C -0.5361 -0.7936 2.0499
N -1.9043 -0.7587 1.6220
C -2.0824 -1.1714 0.2611
N -0.8488 -1.4072 -0.2762
H 1.9904 -1.9226 -0.1752
H 2.1984 -1.6570 1.3406
H 2.0037 -0.3086 0.2758
H -0.3933 -0.6041 3.1125
H -2.6917 -0.5863 2.2753
H -3.1028 -1.4451 -0.2124
C 0.8297 2.5743 -1.6982
O 1.9943 2.6373 -2.5513
H 0.3784 3.5000 -1.4669
H 1.0099 2.0368 -0.8701
H 0.0510 2.2557 -2.4408
H 2.5131 3.3268 -2.3947

=====

Record 2
Entry from OMol25: a 2-piece molecular cluster, C7H14N2O overall (ωB97M-V/def2-TZVPD).

## Properties
HOMO energy = -9.3605 eV
2S+1 = 1
Total charge = 0
E = -12513.1674 eV
SMILES string = CC(C)(N)N=C=O.C=CC

Element x y z (Å)
C -2.4165 -0.9782 0.3420
C -1.1186 -0.7328 1.1030
C -1.3490 0.2093 2.2995
N -0.5415 -2.0128 1.4716
N -0.1573 -0.0876 0.2334
C 0.9974 0.1257 0.4565
O 2.1153 0.3621 0.6129
H -3.1662 -1.3943 1.0090
H -2.2311 -1.6772 -0.4682
H -2.7849 -0.0444 -0.0724
H -1.7322 1.1653 1.9534
H -2.0678 -0.2286 2.9905
H -0.4115 0.3807 2.8260
H 0.2783 -1.8920 2.0518
H -1.2153 -2.5905 1.9627
C 1.4038 2.2826 -1.5931
C 1.2266 1.1199 -2.1936
C 2.2900 0.0922 -2.3874
H 0.6063 2.9981 -1.4852
H 2.3573 2.5634 -1.1771
H 0.2550 0.8633 -2.6021
H 3.1990 0.3682 -1.8597
H 1.9473 -0.8786 -2.0238
H 2.5158 -0.0137 -3.4495

=====

Record 3
Entry from OMol25: a 5-piece molecular cluster, C35H66N4O8 overall (ωB97M-V/def2-TZVPD).

## Properties
HOMO energy = -9.0197 eV
2S+1 = 1
Total charge = 0
E = -59700.0800 eV
SMILES string = CCOCCOCCOC[C@@H](C#N)[C@](C#N)(CCCCN(C)C(C)=O)c1ccncc1.CC(C)O.CC(C)O.CC(C)O.CC(C)O

Element x y z (Å)
C 6.3510 -1.2696 0.5743
C 6.2485 0.2415 1.0264
O 4.9611 0.8108 0.7899
C 4.5591 1.6961 1.8461
C 3.7439 2.9417 1.3554
O 2.8484 2.6683 0.2750
C 2.1245 3.8693 -0.0679
C 0.6645 3.7054 0.5532
O -0.0867 2.9495 -0.4010
C -1.4610 2.7809 -0.0313
C -1.7777 1.2291 -0.0232
C -0.9198 0.6150 -1.1819
N -0.3208 0.2213 -2.0753
C -1.4926 0.4786 1.3516
C 0.0417 0.5084 1.5978
N 1.1494 0.3580 1.8474
C -2.0596 -0.9953 1.1950
C -1.6583 -1.9577 2.4025
C -1.6138 -3.4435 1.7860
C -0.2002 -3.7958 1.1589
N -0.2089 -3.9758 -0.3101
C 0.3944 -2.7798 -1.0229
C 0.6861 -5.0786 -0.7153
C 2.1734 -5.1674 -0.1593
O 0.3042 -5.9033 -1.5105
C -2.1948 1.1560 2.5735
C -3.4992 0.6907 3.1392
C -3.9993 1.4437 4.2893
N -3.4615 2.4933 4.9599
C -2.2566 2.9247 4.4925
C -1.6411 2.2985 3.3273
H 5.7795 -1.4782 -0.3673
H 7.4357 -1.5068 0.3683
H 6.0319 -1.9676 1.3994
H 7.0215 0.8209 0.4280
H 6.5836 0.2882 2.0991
H 3.9782 1.0873 2.6004
H 5.4857 2.0937 2.3578
H 3.2506 3.4513 2.2360
H 4.5074 3.6870 0.9570
H 2.0713 3.9805 -1.1827
H 2.5935 4.7872 0.3844
H 0.2017 4.7052 0.7859
H 0.8262 3.1681 1.5338
H -2.0715 3.2213 -0.8793
H -1.7734 3.3281 0.8939
H -2.8485 1.0388 -0.3304
H -3.1832 -1.0114 1.0758
H -1.6683 -1.5078 0.2652
H -0.6384 -1.7483 2.8176
H -2.4040 -1.9327 3.2451
H -2.3860 -3.4283 0.9574
H -1.9572 -4.1877 2.5502
H 0.1272 -4.7724 1.6324
H 0.5553 -3.0321 1.5222
H -0.4232 -2.4272 -1.7201
H 1.3052 -3.0455 -1.6164
H 0.5579 -1.9125 -0.3168
H 2.3299 -6.2290 0.1551
H 2.3547 -4.4244 0.6595
H 2.8298 -4.8787 -1.0299
H -4.0468 -0.1785 2.7020
H -4.9961 1.0940 4.6810
H -1.7374 3.7677 5.0001
H -0.6623 2.7215 2.9750
C -1.3647 -3.5495 -4.6130
C -0.1169 -3.7003 -5.4660
C -0.0599 -5.0695 -6.1253
O 1.0399 -3.5174 -4.6523
H -1.3797 -4.2917 -3.8079
H -1.3876 -2.5659 -4.1363
H -2.2697 -3.6684 -5.2135
H -0.0999 -2.9224 -6.2329
H -0.0301 -5.8628 -5.3722
H 0.8473 -5.1680 -6.7261
H -0.9260 -5.2335 -6.7705
H 1.0342 -4.2017 -3.9704
C -5.6155 -0.6904 -5.8654
C -4.2209 -1.2560 -5.6437
C -3.1952 -0.1478 -5.4612
O -3.8530 -2.0632 -6.7613
H -5.6467 -0.0750 -6.7697
H -6.3385 -1.4971 -6.0059
H -5.9337 -0.0797 -5.0171
H -4.2228 -1.9029 -4.7631
H -3.1445 0.4860 -6.3521
H -2.1981 -0.5683 -5.3144
H -3.4393 0.4795 -4.6007
H -3.8480 -1.5004 -7.5452
C -7.6608 2.2629 0.5264
C -6.3485 1.9014 -0.1512
C -6.0748 0.4083 -0.0663
O -5.2810 2.6164 0.4692
H -7.6344 2.0031 1.5892
H -7.8387 3.3387 0.4673
H -8.5017 1.7436 0.0616
H -6.3789 2.2100 -1.1986
H -5.9945 0.0851 0.9767
H -5.1239 0.1645 -0.5476
H -6.8676 -0.1673 -0.5488
H -5.2451 2.3506 1.3977
C 8.5233 2.7424 5.3029
C 7.6281 3.5086 4.3415
C 7.5743 4.9867 4.6946
O 6.3102 2.9615 4.3797
H 8.1442 2.8122 6.3270
H 8.5443 1.6815 5.0441
H 9.5453 3.1272 5.2828
H 7.9980 3.3882 3.3204
H 7.1630 5.1323 5.6983
H 6.9200 5.5223 4.0031
H 8.5678 5.4386 4.6564
H 5.9722 3.0620 5.2781

=====

Record 4
Entry from OMol25: C3H13N4 as an isolated structure (ωB97M-V/def2-TZVPD).

## Properties
HOMO energy = -13.9361 eV
2S+1 = 1
Total charge = +1
E = -9271.9288 eV

Element x y z (Å)
C 1.4163 1.8009 0.4286
C 1.0608 -1.9906 0.5133
C -1.7190 0.2615 -0.6415
N -1.9074 0.5289 0.7464
N 1.7352 0.5494 -0.2423
N -0.6011 -0.8200 -0.7570
N 0.4689 -0.7238 0.0891
H 1.2272 2.6650 -0.2044
H 0.5247 1.7081 0.9272
H 2.1701 2.2206 1.1594
H 1.1413 -2.6446 -0.3104
H 2.1375 -1.6554 0.8447
H 0.4055 -2.3798 1.3008
H -2.5232 -0.3764 -1.0960
H -1.5765 1.0674 -1.2657
H -2.6787 0.1327 1.2640
H -2.0079 1.4973 0.9079
H 1.6801 0.6575 -1.2445
H -0.3351 -0.7046 -1.7248
H -0.0077 -0.2333 0.9130

=====

Record 5
Entry from OMol25: C22H40Cl2N5O3Yb as an isolated structure (ωB97M-V/def2-TZVPD).

## Properties
HOMO energy = -5.9877 eV
2S+1 = 2
Total charge = 0
E = -93632.3910 eV

Element x y z (Å)
O 0.9585 1.0779 -1.3028
C 0.8615 1.5144 -2.4832
C 0.8766 3.0555 -2.4881
C 0.5464 3.7476 -1.3389
H 0.2938 3.1879 -0.4357
C 0.5317 5.1446 -1.3467
H 0.2569 5.6768 -0.4413
C 0.8715 5.8399 -2.5015
H 0.8653 6.9269 -2.5095
C 1.2271 5.1315 -3.6541
H 1.5035 5.6662 -4.5586
C 1.2288 3.7417 -3.6484
H 1.4971 3.1824 -4.5428
H 1.7531 1.1843 -3.0523
C -0.1234 -0.5032 -3.6516
C -0.3227 0.9301 -3.2851
H -0.7427 -0.7995 -4.4973
H -0.3822 -1.1626 -2.7939
H 0.9214 -0.6718 -3.8623
C -1.4714 1.6769 -3.4869
C -2.7346 1.1903 -4.1436
H -1.4687 2.7108 -3.1452
H -2.9540 1.7702 -5.0289
H -3.5785 1.3001 -3.4501
H -2.6625 0.1354 -4.4138
Yb -0.5088 0.0181 -0.2282
Cl -1.5502 1.9307 0.7662
Cl -2.2054 -0.0689 -1.9784
C -2.9361 -1.1378 0.8596
O -1.7025 -1.3132 0.9091
N -3.7404 -1.8522 1.6304
C -3.2901 -3.1053 2.2149
C -5.0810 -1.4104 1.9160
H -3.4122 -0.3982 0.1908
H -2.2325 -3.2517 1.9816
H -3.8796 -3.9408 1.8092
H -3.4336 -3.0778 3.3028
H -5.2088 -0.3853 1.5479
H -5.2609 -1.4280 2.9982
H -5.8138 -2.0618 1.4249
H 1.3355 -4.9820 -1.2448
H 3.8918 -4.0797 -0.8750
C 1.3509 -4.1686 -1.9822
C 3.6004 -3.2315 -1.5073
N 2.1683 -3.0696 -1.4962
H 0.3334 -3.8179 -2.1621
C 1.6099 -1.9268 -1.1199
O 0.3683 -1.8264 -1.0203
H 4.0632 -2.3138 -1.1236
H 2.2964 -1.0813 -0.9364
H 1.7732 -4.5482 -2.9200
H 3.9515 -3.4171 -2.5306
C 3.6213 0.0747 2.6263
N 2.3496 0.0563 3.3940
C 2.4743 0.3309 4.8220
C 1.1312 -0.0554 2.7605
N 1.0483 0.0719 1.4768
N -0.0239 -0.3204 3.5339
C -0.0545 -1.3834 4.5370
C -1.2190 0.5347 3.5630
H 4.5053 0.1649 3.2767
H 3.6572 0.9260 1.9298
H 3.7257 -0.8673 2.0668
H 1.8684 1.2063 5.0840
H 2.1543 -0.5349 5.4202
H 3.5079 0.5390 5.1299
H 1.8860 0.2875 0.9362
H -0.1422 -0.9560 5.5532
H -0.9210 -2.0520 4.3790
H 0.8461 -1.9983 4.4660
H -0.9252 1.5901 3.6248
H -1.8357 0.3693 2.6549
H -1.8931 0.3073 4.4012

=====

Record 6
Entry from OMol25: one molecule with the formula C5H10N2O2S (ωB97M-V/def2-TZVPD).

## Properties
HOMO energy (spin up / spin down) = -6.4504 / -9.2518 eV
2S+1 = 3
Total charge = 0
E = -23249.3259 eV

Element x y z (Å)
C -0.8950 -0.4683 -0.2841
C -0.2851 0.1940 0.8461
C -0.2770 2.8064 2.9189
C 1.2563 -2.3840 -3.0660
C -0.1227 1.2762 2.8765
N -0.8488 0.8156 1.7751
N -0.2043 -0.6149 -1.3539
O -0.9236 -1.1567 -2.3641
O -0.7097 -1.9291 -4.7744
S 0.0561 -1.1761 -3.7974
H -1.9733 -0.6414 -0.1110
H 0.7999 0.2074 0.9515
H -1.0227 3.1427 3.5327
H 0.6636 3.2327 3.3260
H -0.5764 3.1394 1.8197
H 1.7447 -1.9250 -2.1332
H 2.1865 -2.6084 -3.8046
H 0.8054 -3.4343 -2.9606
H 0.9464 0.7677 2.7302
H -0.6204 0.7564 3.8726

=====

Record 7
Entry from OMol25: C37H39AsBClF4I2N2O6Sc as an isolated structure (ωB97M-V/def2-TZVPD).

## Properties
HOMO energy = -4.8418 eV
2S+1 = 1
Total charge = -1
E = -176084.9732 eV

Element x y z (Å)
Sc 0.1580 -1.3301 -1.6125
C -0.5724 -4.7324 -4.5210
C -0.9382 -3.6392 -3.5553
O -0.0051 -2.9699 -3.0690
C -2.3197 -3.4005 -3.2291
C -3.3460 -4.0928 -3.9105
C -4.6659 -3.8815 -3.6218
C -5.0034 -2.9595 -2.6126
C -4.0416 -2.2776 -1.9223
C -2.6644 -2.4729 -2.2070
O -1.7894 -1.8230 -1.5271
H 0.5013 -4.8945 -4.4942
H -0.8636 -4.4423 -5.5327
H -1.0829 -5.6598 -4.2673
H -3.0830 -4.7976 -4.6880
H -5.4392 -4.4126 -4.1601
H -6.0474 -2.7863 -2.3778
H -4.2879 -1.5640 -1.1467
O 0.5635 -4.6407 1.3671
Cl 0.0427 -4.2794 0.0891
O -1.3726 -4.4343 0.0285
O 0.3767 -2.8330 -0.0985
O 0.6971 -5.0032 -0.9614
F 1.2021 0.0209 -5.2970
B 0.5134 0.3640 -4.1638
F 1.3048 -0.0674 -2.9851
F 0.2594 1.7026 -4.0529
F -0.6575 -0.4267 -3.9966
C 5.0821 -1.0641 0.1379
C 4.4476 -2.2974 0.0846
C 3.1664 -2.3714 -0.4283
N 2.5078 -1.3057 -0.8953
C 3.1411 -0.1322 -0.8777
C 4.4127 0.0411 -0.3572
H 6.0775 -0.9681 0.5523
H 4.9232 -3.2000 0.4424
H 2.6491 -3.3197 -0.4618
H 2.6041 0.7077 -1.2918
H 4.8436 1.0334 -0.3364
I 2.7793 -3.1384 -3.9283
I 5.4429 -2.7961 -4.0827
C -4.0923 1.0954 5.4679
C -3.0050 0.9909 4.4331
C -2.8559 -0.1423 3.6516
C -1.8537 -0.2534 2.6922
C -1.7754 -1.5429 1.9208
C -0.9631 0.8170 2.4749
As 0.4607 0.3521 1.1536
N -0.3764 0.4254 -0.4914
C -1.4082 1.3362 -0.7629
C -1.5797 2.5234 -0.0339
C -2.6135 3.4063 -0.2985
C -3.5184 3.1493 -1.3169
C -3.3468 1.9981 -2.0724
C -2.3174 1.1096 -1.8085
C 1.8091 1.8119 1.2841
C 2.1787 2.7446 0.3062
C 1.4469 2.9641 -0.9949
C 3.3024 3.5506 0.5213
C 4.0740 3.4690 1.6645
C 5.2653 4.3638 1.8750
C 3.7089 2.5257 2.6202
C 2.6094 1.7002 2.4436
C 2.3012 0.6959 3.5267
C -1.1132 1.9757 3.2569
C -0.2754 3.2305 3.1510
C -2.1193 2.0328 4.2194
H -4.6515 0.1629 5.5439
H -4.7970 1.8911 5.2169
H -3.6778 1.3238 6.4520
H -3.5335 -0.9783 3.7922
H -2.5170 -2.2512 2.2896
H -0.7933 -2.0078 2.0171
H -1.9546 -1.3921 0.8552
H -0.8737 2.7711 0.7410
H -2.7033 4.3079 0.2980
H -4.3296 3.8355 -1.5266
H -4.0224 1.7794 -2.8914
H -2.2192 0.2374 -2.4326
H 0.9415 2.0740 -1.3575
H 2.1453 3.2965 -1.7648
H 0.6863 3.7390 -0.8851
H 3.5727 4.2651 -0.2509
H 5.5116 4.9096 0.9642
H 6.1425 3.7882 2.1763
H 5.0699 5.0958 2.6621
H 4.3035 2.4236 3.5234
H 3.0318 0.7734 4.3320
H 2.3193 -0.3260 3.1407
H 1.3074 0.8529 3.9531
H 0.3857 3.2460 2.2952
H 0.3447 3.3559 4.0430
H -0.9340 4.0996 3.0887
H -2.2142 2.9414 4.8085

=====

- Which of these has the highest E?
  C3H13N4

=====

- The highest total charge belongs to which entry?
  C3H13N4

=====

- Number 6 is which compound?
  C5H10N2O2S

=====

Repeat the second record exactly.
Entry from OMol25: a 2-piece molecular cluster, C7H14N2O overall (ωB97M-V/def2-TZVPD).

## Properties
HOMO energy = -9.3605 eV
2S+1 = 1
Total charge = 0
E = -12513.1674 eV
SMILES string = CC(C)(N)N=C=O.C=CC

Element x y z (Å)
C -2.4165 -0.9782 0.3420
C -1.1186 -0.7328 1.1030
C -1.3490 0.2093 2.2995
N -0.5415 -2.0128 1.4716
N -0.1573 -0.0876 0.2334
C 0.9974 0.1257 0.4565
O 2.1153 0.3621 0.6129
H -3.1662 -1.3943 1.0090
H -2.2311 -1.6772 -0.4682
H -2.7849 -0.0444 -0.0724
H -1.7322 1.1653 1.9534
H -2.0678 -0.2286 2.9905
H -0.4115 0.3807 2.8260
H 0.2783 -1.8920 2.0518
H -1.2153 -2.5905 1.9627
C 1.4038 2.2826 -1.5931
C 1.2266 1.1199 -2.1936
C 2.2900 0.0922 -2.3874
H 0.6063 2.9981 -1.4852
H 2.3573 2.5634 -1.1771
H 0.2550 0.8633 -2.6021
H 3.1990 0.3682 -1.8597
H 1.9473 -0.8786 -2.0238
H 2.5158 -0.0137 -3.4495